Below is C28H49N2O2P3Rh as an isolated structure in a non-equilibrium geometry, with properties calculated with ωB97M-V/def2-TZVPD.

Its HOMO energy (alpha / beta) is -15.026 / -16.215 eV. The total energy comes out at -2489.80345 a.u. As for the expectation value of S²: 6.053. As for the gap between HOMO and LUMO (alpha / beta): 7.384 / 5.253 eV. For the molar mass, the calculation gives 641.54 g/mol. The LUMO energy (alpha / beta) comes out at -0.28084 / -0.40283 Ha.

```
! wB97M-V def2-TZVPD RIJCOSX def2/J DEFGRID3
* xyz 3 5
Rh 2.582 2.036 -0.381
P 2.844 -0.193 -0.039
P -0.396 0.879 1.162
P 2.953 3.059 1.621
H 1.873 2.616 -4.190
C 2.601 2.822 -3.401
C 3.295 1.840 -2.765
H 3.254 0.869 -3.280
C 1.749 -1.154 -1.129
C 2.780 -1.115 1.536
C 4.522 -0.408 -0.695
C -1.945 1.802 1.472
C -1.288 -0.771 1.302
C 0.146 0.968 2.948
C 4.330 4.167 1.118
C 3.674 2.178 3.046
C 1.793 4.182 2.488
H 2.872 3.876 -3.320
H 4.213 2.144 -2.254
H 1.147 -0.501 -1.772
H 1.068 -1.771 -0.526
H 2.374 -1.810 -1.752
H 1.754 -1.481 1.710
H 3.096 -0.492 2.385
H 3.461 -1.980 1.441
H 4.603 0.094 -1.666
H 4.729 -1.480 -0.792
H 5.236 0.055 -0.003
H -2.484 1.399 2.343
H -2.609 1.727 0.606
H -1.733 2.858 1.654
H -2.048 -0.732 2.085
H -0.596 -1.605 1.470
H -1.813 -0.937 0.362
H -0.181 1.939 3.373
H 1.249 0.887 3.022
H -0.302 0.138 3.523
H 4.979 4.406 1.972
H 3.937 5.084 0.667
H 4.898 3.660 0.333
H 4.512 2.759 3.453
H 4.054 1.202 2.744
H 2.931 2.023 3.838
H 2.323 5.017 2.969
H 1.225 3.640 3.255
H 1.065 4.607 1.796
C -0.924 2.198 -1.763
C -1.616 3.283 -1.228
C -0.968 4.404 -0.706
C 0.423 4.492 -0.712
C 1.182 3.417 -1.248
C 0.470 2.286 -1.804
O -1.611 1.258 -2.438
H -2.457 0.896 -2.081
H -2.688 3.249 -1.270
H -1.557 5.269 -0.336
H 0.947 5.334 -0.278
H 2.238 3.674 -1.590
H 1.027 1.616 -2.471
C -3.276 -5.782 -1.169
N -2.714 -4.513 -1.578
N -3.180 -3.355 -1.071
C -2.683 -2.290 -1.829
O -2.890 -1.083 -1.528
C -1.945 -2.914 -2.886
C -2.017 -4.257 -2.708
C -1.455 -5.366 -3.511
C -3.754 -3.241 0.210
C -3.237 -3.972 1.282
C -3.768 -3.764 2.566
C -4.766 -2.792 2.763
C -5.216 -2.026 1.702
C -4.722 -2.238 0.413
H -2.900 -6.532 -1.857
H -4.365 -5.787 -1.217
H -2.954 -6.058 -0.172
H -1.424 -2.361 -3.683
H -0.925 -6.106 -2.897
H -2.222 -5.902 -4.091
H -0.727 -4.961 -4.225
H -2.439 -4.698 1.127
H -3.405 -4.363 3.392
H -5.154 -2.612 3.776
H -5.975 -1.239 1.842
H -5.077 -1.673 -0.455
*
```